Molecular formula: C25H19N3O4
Method: DFT, ωB97M-V with the def2-TZVPD basis set

Cartesian coordinates (Å):
O: -5.620 -0.073 1.482
C: -6.268 0.657 0.790
O: -7.598 0.579 0.670
H: -7.951 -0.132 1.230
C: -5.718 1.800 -0.054
O: -4.320 1.815 -0.100
C: -3.663 0.776 -0.700
C: -4.286 -0.241 -1.411
C: -3.535 -1.243 -2.003
C: -2.153 -1.241 -1.906
C: -1.524 -0.232 -1.207
C: -2.259 0.780 -0.589
C: -1.593 1.808 0.181
N: -0.334 1.759 0.361
N: 0.280 2.689 1.100
C: 1.623 2.671 1.368
O: 2.126 3.571 2.007
C: 2.352 1.491 0.825
C: 1.863 0.225 1.025
C: 2.553 -0.888 0.490
N: 3.683 -0.756 -0.166
C: 4.203 0.467 -0.354
C: 5.422 0.570 -1.058
C: 5.987 1.792 -1.286
C: 5.362 2.962 -0.825
C: 4.179 2.899 -0.142
C: 3.573 1.655 0.117
H: 3.707 3.798 0.224
H: 5.826 3.919 -1.014
H: 6.921 1.869 -1.823
H: 5.881 -0.343 -1.405
C: 2.031 -2.253 0.643
C: 2.919 -3.328 0.602
C: 2.460 -4.624 0.734
C: 1.106 -4.868 0.899
C: 0.215 -3.808 0.927
C: 0.671 -2.508 0.803
H: -0.043 -1.697 0.806
H: -0.843 -3.992 1.043
H: 0.745 -5.881 1.001
H: 3.157 -5.448 0.707
H: 3.969 -3.121 0.468
H: 0.969 0.069 1.607
H: -0.253 3.474 1.489
H: -2.215 2.597 0.611
H: -0.450 -0.199 -1.121
H: -1.573 -2.023 -2.370
H: -4.040 -2.028 -2.545
H: -5.360 -0.273 -1.505
H: -6.008 2.740 0.426
H: -6.174 1.770 -1.052

Gap between HOMO and LUMO ... 8.28 eV
LUMO level ... -0.068 eV
E ... -1429.321351 hartree
SMILES string ... O=C(O)COc1ccccc1/C=N/NC(=O)c1cc(-c2ccccc2)nc2ccccc12
F_max ... 1.13 eV/A
Highest occupied orbital energy ... -8.35 eV
Multiplicity ... 1